(1)
# C34H45CuN2O4PS

A molecular structure, C34H45CuN2O4PS at a distorted geometry (ωB97M-V with the def2-TZVPD basis set, the Open Molecules 2025 dataset).

Structure (XYZ):
```
88
Properties=species:S:1:pos:R:3:forces:R:3
C 2.99352 2.14047 0.36995 0.358 0.270 -0.112
C 3.52696 3.02314 -0.76099 -0.190 -0.215 0.259
P 3.29279 2.42086 -2.48117 0.328 0.295 -0.537
C 4.60067 1.13294 -2.37811 -0.496 0.040 -0.024
C 1.66154 1.58491 -2.34799 -0.222 0.044 -0.033
C 1.38860 0.28964 -2.81790 0.188 0.263 -0.075
C 2.42072 -0.47733 -3.58852 -0.259 0.171 0.054
C 0.12469 -0.27783 -2.64381 -0.083 0.008 0.106
C -0.18983 -1.66632 -3.09487 0.001 -0.036 0.067
C 0.60841 -2.77749 -2.39984 0.075 0.070 -0.133
C -0.27723 -3.65313 -1.54416 -0.079 -0.090 -0.110
C -1.15974 -4.59460 -2.36590 -0.025 -0.008 0.195
C -0.88218 -6.07108 -2.16519 0.114 0.052 -0.041
C -0.96662 -6.55068 -0.73687 0.150 -0.304 0.012
C -0.81106 -8.05932 -0.63501 0.300 -0.050 0.221
C 0.64505 -8.52053 -0.61572 -0.144 0.166 -0.051
C 0.91216 -9.89107 -1.18253 -0.258 -0.466 0.010
O 0.91907 -10.83953 -0.13553 0.135 0.219 0.393
C 1.54650 -12.06470 -0.43091 -0.201 0.298 -0.181
C -0.88559 0.45464 -2.04588 0.087 0.061 -0.082
C -0.66750 1.74226 -1.62975 0.270 -0.339 -0.124
C 0.59271 2.31901 -1.79375 0.153 -0.959 -0.009
C 0.65762 3.69690 -1.40915 -0.033 1.197 0.314
O 1.29365 4.54613 -2.04170 -0.116 0.994 0.706
C -0.16451 4.10694 -0.21978 0.083 0.910 1.032
C 0.26267 5.12703 0.72135 -0.822 -1.210 -2.078
C -0.54082 5.49319 1.78794 0.043 0.090 -0.221
C -0.07665 6.53042 2.76231 0.001 -0.249 0.146
C 0.15887 6.00724 4.18981 0.269 0.220 -0.045
C -0.70125 6.63494 5.26437 -0.279 -0.256 -0.122
C -2.17936 6.42839 5.03980 0.008 0.048 -0.017
S -3.09578 7.37994 6.25788 0.209 0.166 0.400
C -4.65339 7.34385 5.52497 -0.440 -0.002 -0.061
N -5.70909 7.93815 5.94612 -0.101 0.182 0.131
N -6.73234 7.62165 5.04323 0.623 -0.298 -0.085
C -6.18483 6.85910 4.17131 -0.397 0.340 0.273
O -4.86328 6.62545 4.39102 -0.149 -0.036 -0.081
C -1.76927 4.84846 1.90970 -0.081 0.017 0.190
C -2.19603 3.88583 1.02936 -0.092 -0.043 -0.174
C -1.40261 3.49559 -0.03544 1.231 0.837 0.266
C -1.78586 2.48282 -1.02270 0.397 -0.026 -0.030
O -2.92784 2.28485 -1.30743 -1.317 -0.383 -0.127
H 2.97757 1.10372 0.06851 -0.181 -0.367 -0.043
H 3.64681 2.20319 1.22651 0.216 0.072 0.367
H 2.01317 2.43709 0.71099 -0.436 -0.050 -0.012
H 4.60108 3.06887 -0.68001 0.433 0.152 0.018
H 3.18572 4.04235 -0.68421 -0.114 0.371 0.146
H 5.47607 1.64001 -2.00291 0.299 0.163 0.098
H 4.82506 0.76782 -3.36029 0.217 -0.265 -0.407
H 4.36042 0.30682 -1.72980 0.025 -0.303 0.318
H 2.97552 0.18528 -4.22646 0.314 0.294 -0.260
H 1.95551 -1.20008 -4.23228 -0.200 -0.378 -0.204
H 3.10744 -0.99336 -2.94068 0.289 -0.285 0.174
H -0.08868 -1.71202 -4.16964 0.113 -0.069 -0.418
H -1.23558 -1.83874 -2.89543 -0.450 -0.061 -0.032
H 1.40198 -2.36292 -1.79408 0.251 0.277 0.221
H 1.09752 -3.39083 -3.14465 0.210 -0.250 -0.241
H 0.34146 -4.21775 -0.86480 0.239 -0.255 0.257
H -0.90393 -3.02252 -0.92603 -0.126 0.247 0.306
H -2.20084 -4.42231 -2.12897 -0.396 0.091 0.088
H -1.05259 -4.36787 -3.41825 0.006 0.129 -0.415
H -1.61079 -6.62980 -2.73686 -0.244 -0.208 -0.308
H 0.08666 -6.33297 -2.58077 0.329 -0.034 -0.109
H -1.91274 -6.25521 -0.30408 -0.378 0.182 0.120
H -0.18613 -6.10987 -0.12903 0.175 0.304 0.247
H -1.27609 -8.38065 0.28375 -0.336 -0.342 0.225
H -1.31591 -8.53528 -1.46454 -0.353 -0.175 -0.225
H 1.25576 -7.80082 -1.14425 0.233 0.270 -0.236
H 0.99328 -8.54921 0.40502 0.273 0.168 0.400
H 0.13251 -10.15207 -1.89399 -0.204 -0.115 -0.380
H 1.85706 -9.92016 -1.71813 0.366 -0.010 -0.050
H 1.93022 -12.47036 0.49169 0.037 -0.186 0.313
H 0.84995 -12.76521 -0.87848 -0.198 -0.261 -0.140
H 2.37605 -11.92254 -1.11581 0.293 0.041 -0.195
H -1.85804 0.02758 -1.91888 -0.434 -0.174 0.032
H 1.24587 5.56979 0.59271 0.751 -0.079 0.451
H -0.78036 7.35187 2.78962 -0.279 0.257 -0.061
H 0.85230 6.93272 2.38909 0.341 0.277 -0.153
H 0.08657 4.92997 4.22843 -0.127 -0.413 -0.064
H 1.17801 6.24822 4.45537 0.417 -0.100 0.062
H -0.42954 6.17508 6.20351 0.176 0.077 0.441
H -0.49893 7.69517 5.31800 0.146 0.382 0.117
H -2.43982 5.38298 5.10866 -0.106 -0.405 0.084
H -2.46660 6.77329 4.06075 -0.133 0.233 -0.363
H -6.65881 6.41725 3.32512 -0.042 -0.231 -0.354
H -2.42035 5.10922 2.71819 -0.214 0.131 0.366
H -3.15634 3.42295 1.15013 -0.338 -0.128 0.039
Cu 0.89898 6.56018 -1.02127 -0.096 -0.960 -0.439
```
Forces are in eV/Å.

Values from the calculation:
**Total charge**: +1
**HOMO level**: -0.39542 Eh
**HOMO-LUMO gap**: 5.825 eV
**Total energy**: -4112.74002 hartree

For reference, the Mulliken charges in units of e are: atom 1 (C): -1.00, atom 2 (C): -0.62, atom 3 (P): -0.11, atom 4 (C): -1.25, atom 5 (C): 1.29, atom 6 (C): 1.20, atom 7 (C): -2.47, atom 8 (C): 1.04, atom 9 (C): -1.79, atom 10 (C): -0.59, atom 11 (C): -0.73, atom 12 (C): -0.74, atom 13 (C): -0.85, atom 14 (C): -0.44, atom 15 (C): -0.93, atom 16 (C): -0.66, atom 17 (C): -0.56, atom 18 (O): -0.31, atom 19 (C): -0.71, atom 20 (C): -1.36, atom 21 (C): 0.01, atom 22 (C): -0.33, atom 23 (C): 0.31, atom 24 (O): -0.65, atom 25 (C): 1.10, atom 26 (C): -1.00, atom 27 (C): 0.63, atom 28 (C): -1.58, atom 29 (C): -0.90, atom 30 (C): -0.96, atom 31 (C): -0.35, atom 32 (S): -0.21, atom 33 (C): 0.45, atom 34 (N): -0.38, atom 35 (N): -0.36, atom 36 (C): 0.03, atom 37 (O): -0.16, atom 38 (C): 0.11, atom 39 (C): -1.50, atom 40 (C): 0.87, atom 41 (C): -0.16, atom 42 (O): -0.53, atom 43 (H): 0.26, atom 44 (H): 0.39, atom 45 (H): 0.22, atom 46 (H): 0.65, atom 47 (H): 0.19, atom 48 (H): 0.44, atom 49 (H): 0.38, atom 50 (H): 0.38, atom 51 (H): 0.57, atom 52 (H): 0.44, atom 53 (H): 0.37, atom 54 (H): 0.65, atom 55 (H): 0.62, atom 56 (H): 0.49, atom 57 (H): 0.32, atom 58 (H): 0.38, atom 59 (H): 0.20, atom 60 (H): 0.42, atom 61 (H): 0.47, atom 62 (H): 0.39, atom 63 (H): 0.25, atom 64 (H): 0.39, atom 65 (H): 0.26, atom 66 (H): 0.33, atom 67 (H): 0.43, atom 68 (H): 0.41, atom 69 (H): 0.35, atom 70 (H): 0.31, atom 71 (H): 0.40, atom 72 (H): 0.24, atom 73 (H): 0.26, atom 74 (H): 0.32, atom 75 (H): 0.54, atom 76 (H): 0.16, atom 77 (H): 0.69, atom 78 (H): 0.32, atom 79 (H): 0.47, atom 80 (H): 0.33, atom 81 (H): 0.48, atom 82 (H): 0.43, atom 83 (H): 0.45, atom 84 (H): 0.21, atom 85 (H): 0.43, atom 86 (H): 0.33, atom 87 (H): 0.58, atom 88 (Cu): 0.54


(2)
# CH3IO3S

A molecular structure, CH3IO3S at a distorted geometry (ωB97M-V with the def2-TZVPD basis set, the Open Molecules 2025 dataset).

Structure (XYZ):
```
9
Properties=species:S:1:pos:R:3:forces:R:3
C 0.47587 1.10198 -0.58169 -4.006 1.194 -1.080
O 1.10061 -1.38856 -0.10963 2.348 -1.518 0.050
O -1.19973 -1.00204 -0.90293 0.585 0.620 0.162
O -0.66932 -0.36215 1.78231 1.386 0.906 -3.776
S -0.01802 -0.57634 -0.21834 -3.473 1.766 3.080
I -1.06388 -2.15351 2.29964 -0.387 -1.218 0.689
H -0.13271 1.31519 -1.51304 0.978 -0.525 0.492
H 0.01135 1.92325 0.03150 0.924 -1.322 0.308
H 1.49584 1.14217 -0.78783 1.644 0.098 0.075
```
Forces are in eV/Å.

Values from the calculation:
**ΔE to the lowest compared entry with this formula, charge and spin**: 46.9 kcal/mol
**Total charge**: 0
**HOMO level**: -0.32678 Eh
**HOMO-LUMO gap**: 8.259 eV
**Total energy**: -961.38785 hartree

For reference, the Mulliken charges in units of e are: atom 1 (C): -0.80, atom 2 (O): -0.44, atom 3 (O): -0.46, atom 4 (O): -0.63, atom 5 (S): 1.10, atom 6 (I): 0.24, atom 7 (H): 0.32, atom 8 (H): 0.33, atom 9 (H): 0.34


Look up the total energy of the second one.
-961.38785 hartree